DFT (wB97M-V/def2-TZVPD) results for the ion C9H17N2S with charge +1 in a non-equilibrium geometry.

Each line ends with the natural charge from an NBO analysis.
CARTESIAN COORDINATES (ANGSTROEM)
1 C -0.96 -0.68 -2.41  -0.603
2 C -0.15 -0.42 -1.05  -0.083
3 C -0.14 1.08 -0.96  -0.230
4 C 1.00 1.75 -0.86  -0.171
5 C 2.28 1.14 -0.50  -0.204
6 C 2.63 1.03 0.80  -0.195
7 C 1.77 1.53 1.98  -0.280
8 N 0.50 0.72 2.06  -0.747
9 S 0.47 -0.88 1.65  0.628
10 N -0.81 -1.00 0.17  -0.343
11 C -1.05 -2.44 0.25  -0.455
12 C -2.18 -0.38 0.47  -0.448
13 H -1.87 -0.09 -2.33  0.215
14 H -1.04 -1.73 -2.59  0.222
15 H -0.37 -0.31 -3.13  0.234
16 H 0.86 -0.93 -1.16  0.251
17 H -1.02 1.61 -1.03  0.211
18 H 0.97 2.81 -1.12  0.237
19 H 2.91 0.66 -1.19  0.228
20 H 3.59 0.58 0.94  0.228
21 H 2.41 1.33 2.91  0.226
22 H 1.31 2.60 1.93  0.242
23 H 0.04 0.88 2.86  0.385
24 H -0.29 -3.13 -0.03  0.248
25 H -1.50 -2.61 1.26  0.247
26 H -1.91 -2.50 -0.53  0.226
27 H -2.50 -0.51 1.55  0.251
28 H -1.97 0.70 0.25  0.237
29 H -2.99 -0.80 -0.20  0.244

Output
**Frontier orbital gap**: 9.570 eV
**Energy relative to the best compared isomer or geometry (same formula, charge and spin)**: 270.4 kJ/mol
**DFT total energy**: -23414.13803 eV
**Charge**: +1
**Structure (SMILES)**: C[C@H]1/C=C\C=C/CNS[N+]1(C)C

DFT (wB97M-V/def2-TZVPD) results for an isolated molecule of C9H17N3O2S in a non-equilibrium geometry.

Each line ends with the natural charge from an NBO analysis.
CARTESIAN COORDINATES (ANGSTROEM)
1 C -1.74 -3.33 -0.65  -0.600
2 C -1.32 -2.90 0.73  -0.343
3 C -1.27 -1.39 0.72  -0.403
4 C -0.59 -0.82 2.15  -0.326
5 C -0.54 0.82 2.39  -0.362
6 C 0.68 1.46 1.45  0.655
7 O 0.76 2.61 1.30  -0.620
8 N 1.56 0.77 0.91  -0.446
9 N 2.65 1.38 0.20  -0.423
10 C 2.51 2.21 -0.68  0.366
11 S 3.74 3.32 -1.21  -0.288
12 N 1.39 2.35 -1.66  -0.577
13 C 0.54 1.25 -1.69  0.683
14 C -0.61 1.66 -2.77  -0.644
15 O 0.80 -0.02 -1.57  -0.639
16 H -1.77 -4.39 -0.67  0.211
17 H -2.83 -2.84 -0.92  0.183
18 H -1.21 -2.77 -1.45  0.224
19 H -1.93 -3.20 1.34  0.174
20 H -0.08 -3.23 0.84  0.167
21 H -2.20 -0.91 0.66  0.194
22 H -0.51 -0.88 0.12  0.216
23 H -1.03 -1.22 2.84  0.172
24 H 0.22 -1.14 2.11  0.141
25 H -1.23 1.14 1.86  0.213
26 H -0.17 0.94 3.13  0.170
27 H 1.46 -0.20 0.71  0.423
28 H 3.63 1.36 0.73  0.453
29 H 1.16 3.04 -2.11  0.394
30 H -0.97 2.33 -2.30  0.186
31 H -0.08 1.92 -3.56  0.212
32 H -1.06 0.69 -2.95  0.236

Output
**Frontier orbital gap**: 8.460 eV
**Energy relative to the best compared isomer or geometry (same formula, charge and spin)**: 1289.6 kJ/mol
**DFT total energy**: -28996.54578 eV
**Charge**: 0
**Structure (SMILES)**: CCCCCC(=O)NNC(=S)NC(C)=O

DFT (wB97M-V/def2-TZVPD) results for a structure of composition C9H17N4O2PdSe in a non-equilibrium geometry.

Each line ends with the natural charge from an NBO analysis.
CARTESIAN COORDINATES (ANGSTROEM)
1 Pd -0.69 0.07 1.32  0.866
2 N -0.50 0.11 3.49  -0.809
3 C 0.85 0.46 3.96  -0.225
4 C 1.87 -0.39 3.23  -0.241
5 N 1.76 -0.11 1.81  -0.845
6 H -1.20 0.76 3.84  0.399
7 H -0.76 -0.83 3.75  0.401
8 H 0.96 0.31 5.04  0.179
9 H 1.01 1.51 3.74  0.203
10 H 1.64 -1.44 3.38  0.227
11 H 2.87 -0.20 3.64  0.169
12 H 2.24 -0.78 1.23  0.389
13 H 2.08 0.82 1.56  0.371
14 C -1.60 -0.60 -3.86  -0.585
15 C -0.43 0.20 -3.25  -0.125
16 C 0.89 -0.45 -3.67  -0.584
17 C -0.48 1.64 -3.76  -0.584
18 C -0.55 0.18 -1.78  -0.228
19 C -0.64 0.18 -0.58  -0.166
20 H -1.52 -0.62 -4.95  0.186
21 H -2.55 -0.14 -3.58  0.212
22 H -1.59 -1.62 -3.49  0.215
23 H 0.98 -0.49 -4.76  0.187
24 H 0.96 -1.47 -3.28  0.215
25 H 1.73 0.12 -3.27  0.206
26 H -0.40 1.67 -4.86  0.186
27 H 0.35 2.22 -3.34  0.209
28 H -1.41 2.13 -3.46  0.214
29 Se 1.01 -4.25 2.46  -0.387
30 C -0.17 -2.96 1.99  0.104
31 N -0.94 -2.13 1.72  -0.617
32 O -2.69 1.28 1.92  -0.505
33 N -2.17 2.39 2.02  0.297
34 O -0.93 2.42 1.80  -0.532

Output
**Frontier orbital gap**: 7.482 eV
**Energy relative to the best compared isomer or geometry (same formula, charge and spin)**: 1.5 kJ/mol
**DFT total energy**: -88488.39128 eV
**Charge**: -1

DFT (wB97M-V/def2-TZVPD) results for a structure of composition C9H17N4OPtS.

Each line ends with the natural charge from an NBO analysis.
CARTESIAN COORDINATES (ANGSTROEM)
1 Pt -0.15 0.05 -0.54  0.365
2 N 1.79 1.24 2.01  -0.864
3 C 3.13 1.03 1.50  -0.228
4 C 3.18 0.06 0.32  -0.222
5 N 2.28 0.38 -0.78  -0.629
6 C 2.43 1.69 -1.41  -0.237
7 C 1.41 2.68 -0.85  -0.245
8 N 0.05 2.16 -1.06  -0.823
9 H 1.20 0.42 1.88  0.386
10 H 1.80 1.50 2.99  0.363
11 H 3.55 2.00 1.19  0.170
12 H 3.82 0.62 2.25  0.183
13 H 4.23 0.02 -0.02  0.175
14 H 2.91 -0.93 0.67  0.210
15 H 2.34 -0.35 -1.47  0.396
16 H 3.44 2.10 -1.28  0.188
17 H 2.26 1.58 -2.48  0.200
18 H 1.54 2.78 0.22  0.237
19 H 1.55 3.66 -1.33  0.181
20 H -0.62 2.68 -0.51  0.398
21 H -0.24 2.25 -2.03  0.384
22 O -2.43 0.03 -0.52  -0.621
23 N -2.94 -1.15 -0.23  0.015
24 C -4.30 -1.24 -0.22  0.019
25 C -4.95 -2.40 0.07  -0.273
26 C -4.19 -3.54 0.37  -0.191
27 C -2.82 -3.44 0.35  -0.227
28 C -2.16 -2.23 0.05  0.014
29 S -0.44 -2.14 0.04  -0.224
30 H -4.78 -0.31 -0.46  0.228
31 H -6.03 -2.41 0.07  0.225
32 H -4.66 -4.48 0.60  0.219
33 H -2.20 -4.30 0.57  0.230

Output
**Frontier orbital gap (spin up / spin down)**: 6.278 / 7.220 eV
**Energy relative to the best compared isomer or geometry (same formula, charge and spin)**: 1.6 kJ/mol
**DFT total energy**: -31697.08582 eV
**2S+1**: 2
**Charge**: 0
**Expectation value of S²**: 0.75

DFT (wB97M-V/def2-TZVPD) results for an isolated molecule of C9H17N5O in a non-equilibrium geometry.

Each line ends with the natural charge from an NBO analysis.
CARTESIAN COORDINATES (ANGSTROEM)
1 C 3.37 1.63 0.51  -0.617
2 C 3.37 0.05 0.65  -0.443
3 C 3.16 -0.75 -0.74  -0.421
4 C 1.94 -1.69 -0.63  -0.497
5 C 0.50 -0.97 -0.40  0.702
6 O -0.50 -1.56 -0.77  -0.609
7 N 0.54 0.28 0.14  -0.662
8 C -0.48 1.28 0.05  0.464
9 N -0.15 2.45 -0.65  -0.327
10 N -1.33 2.96 -1.06  -0.039
11 N -2.27 2.28 -0.49  -0.098
12 N -1.78 1.32 0.26  -0.170
13 C -2.58 0.19 0.82  -0.217
14 C -3.45 -0.38 -0.31  -0.419
15 C -4.38 -1.54 0.19  -0.615
16 H 2.38 2.05 0.74  0.207
17 H 4.08 2.02 1.31  0.218
18 H 3.71 2.04 -0.33  0.206
19 H 4.42 -0.27 0.96  0.221
20 H 2.65 -0.25 1.43  0.211
21 H 3.08 -0.05 -1.51  0.205
22 H 4.14 -1.32 -0.95  0.223
23 H 2.12 -2.48 0.19  0.238
24 H 1.87 -2.13 -1.70  0.243
25 H 1.46 0.63 0.01  0.447
26 H -1.87 -0.58 1.18  0.236
27 H -3.33 0.68 1.48  0.225
28 H -4.12 0.44 -0.46  0.216
29 H -2.87 -0.80 -1.15  0.240
30 H -5.42 -1.52 -0.07  0.221
31 H -3.84 -2.50 -0.04  0.216
32 H -4.40 -1.50 1.30  0.193

Output
**Frontier orbital gap**: 10.407 eV
**Energy relative to the best compared isomer or geometry (same formula, charge and spin)**: 284.1 kJ/mol
**DFT total energy**: -19103.67445 eV
**Charge**: 0
**Structure (SMILES)**: CCCCC(=O)Nc1nnnn1CCC

DFT (wB97M-V/def2-TZVPD) results for a cluster of 2 separate species, C9H17NO2 in total in a non-equilibrium geometry.

Each line ends with the natural charge from an NBO analysis.
CARTESIAN COORDINATES (ANGSTROEM)
1 C 0.69 -0.37 -0.34  -0.420
2 N 1.84 -1.24 -0.19  -0.631
3 C 3.01 -0.59 -0.71  -0.070
4 C 4.31 -0.92 -0.07  -0.425
5 C 3.67 0.41 0.19  -0.229
6 C 3.13 0.70 1.58  -0.619
7 H 0.38 -0.20 -1.39  0.164
8 H 0.93 0.59 0.11  0.201
9 H -0.18 -0.75 0.21  0.199
10 H 1.70 -2.16 -0.61  0.364
11 H 3.04 -0.37 -1.78  0.179
12 H 4.26 -1.66 0.73  0.220
13 H 5.23 -0.96 -0.66  0.215
14 H 4.09 1.27 -0.32  0.212
15 H 2.53 1.60 1.61  0.203
16 H 3.93 0.86 2.30  0.211
17 H 2.53 -0.14 1.94  0.227
18 C -2.04 1.50 -0.72  -0.656
19 C -2.70 0.20 -0.42  -0.245
20 C -4.02 0.19 -0.19  0.103
21 O -4.66 -0.94 0.28  -0.499
22 C -6.00 -0.97 0.50  0.646
23 O -6.79 -0.04 0.39  -0.574
24 H -2.28 2.24 0.07  0.225
25 H -2.49 1.97 -1.65  0.224
26 H -0.93 1.46 -0.85  0.229
27 H -2.20 -0.75 -0.48  0.216
28 H -4.69 1.04 -0.32  0.199
29 H -6.30 -1.97 0.80  0.131

Output
**Frontier orbital gap**: 9.795 eV
**Energy relative to the best compared isomer or geometry (same formula, charge and spin)**: 250.6 kJ/mol
**DFT total energy**: -15191.59504 eV
**Charge**: 0
**Structure (SMILES)**: CN[C@@H]1C[C@@H]1C.C/C=C/OC=O